(1)
Formula: C4H4BrN
Source: the OMol25 dataset
Level of theory: ωB97M-V/def2-TZVPD

Geometry as XYZ:
```
10
Properties=species:S:1:pos:R:3:forces:R:3:mulliken_charge:R:1
C -0.43722 1.33939 0.39170 0.1 -2.6 -0.9 -0.485
C -0.14241 0.09120 0.01485 0.0 1.1 0.8 0.610
C 0.77348 0.80872 -1.04850 -1.3 0.1 1.6 0.254
C -0.30651 -1.25210 0.58159 0.4 -0.8 -3.9 -0.939
N 0.45598 1.97195 -0.63098 1.1 1.1 -1.5 -0.612
Br 1.85153 0.10254 -2.36313 0.2 0.3 -0.2 -0.086
H -1.15434 1.66808 1.09905 -0.2 1.1 0.4 0.400
H -0.00317 -1.95971 -0.29393 -0.4 0.7 2.0 0.275
H -1.31790 -1.43895 0.81145 -1.3 -0.3 0.4 0.321
H 0.28057 -1.33111 1.43789 1.2 -0.6 1.3 0.262
```
Positions in Å, forces in eV/Å.

Computed properties:
- calculated total energy (eV) = -75741.471
- Kohn-Sham gap (Eh) = 0.30919

=====

(2)
Formula: C4H4BrN
Source: the OMol25 dataset
Level of theory: ωB97M-V/def2-TZVPD

Geometry as XYZ:
```
10
Properties=species:S:1:pos:R:3:forces:R:3:mulliken_charge:R:1
C -0.05594 1.11075 0.36694 -2.2 -3.2 2.0 -1.145
C 1.23161 0.42768 0.28212 -0.3 1.0 0.2 0.082
C 2.40277 0.18615 0.21751 -0.8 -0.1 -0.1 0.205
Br 4.06971 -0.22883 -0.16771 1.1 -0.4 -0.1 -0.028
H -0.73063 0.85157 -0.43766 0.2 0.3 -0.7 0.280
H -0.73332 0.73469 1.25604 1.7 0.5 -1.3 0.261
H 0.03796 2.13138 0.53390 0.3 1.9 -0.1 0.348
C 0.73352 -2.66236 -0.35554 -0.8 -0.5 0.7 0.079
N -0.13367 -2.71638 0.39958 0.6 0.2 -0.6 -0.371
H 1.54186 -2.77316 -1.03707 0.1 0.3 -0.1 0.289
```
Positions in Å, forces in eV/Å.

Computed properties:
- calculated total energy (eV) = -75742.109
- SMILES = CC#CBr.C#N
- Kohn-Sham gap (Eh) = 0.37296

=====

(3)
Formula: C4H4BrN
Source: the OMol25 dataset
Level of theory: ωB97M-V/def2-TZVPD

Geometry as XYZ:
```
10
Properties=species:S:1:pos:R:3:forces:R:3:mulliken_charge:R:1
C -0.92251 2.16091 0.01056 -1.4 0.9 -0.4 0.529
C -0.78747 -2.07932 -0.10223 2.7 0.9 -0.6 -0.335
C -1.46539 -0.99550 0.04319 0.0 1.7 -1.0 -0.167
C 0.43732 2.39125 0.09739 1.2 -0.7 0.5 -0.607
N -2.10464 2.16841 -0.12076 2.4 1.4 0.3 -0.469
Br -3.04136 -0.12056 -0.06132 -0.2 -2.0 0.5 0.068
H -1.16092 -2.97281 0.17250 -1.7 -3.3 0.7 0.274
H 0.29582 -2.22787 -0.41412 -1.2 1.0 0.5 0.202
H 1.02826 2.38888 -0.90897 -1.0 0.1 2.4 0.256
H 0.90851 2.40068 1.18792 -0.8 0.1 -2.8 0.247
```
Positions in Å, forces in eV/Å.

Computed properties:
- calculated total energy (eV) = -75738.809
- Kohn-Sham gap (alpha / beta) (Eh) = 0.24376 / 0.31757

=====

(4)
Formula: C4H4BrN3O2
Source: the OMol25 dataset
Level of theory: ωB97M-V/def2-TZVPD

Geometry as XYZ:
```
14
Properties=species:S:1:pos:R:3:forces:R:3:mulliken_charge:R:1
C 0.55120 -1.50187 0.10134 -1.5 -0.7 -1.5 -0.333
C -0.85650 -1.92390 0.10983 0.5 2.2 0.4 -0.290
C 0.61541 -0.19203 -0.02220 -2.6 1.9 1.8 0.215
C 1.59618 0.89984 -0.07664 1.0 2.5 -2.2 -0.448
N -1.73227 -0.95480 0.08965 -1.4 -2.0 0.4 -0.766
N -1.17491 0.19027 0.17912 6.4 0.2 -0.5 0.414
N -1.79076 1.44209 0.03372 0.6 0.1 0.1 1.022
O -1.03530 2.41503 0.08958 -0.7 -1.3 -0.2 -0.571
O -2.98007 1.42788 -0.06078 -0.4 0.3 -0.1 -0.558
Br 3.47837 0.30632 0.07750 -0.5 -0.3 0.1 -0.152
H 1.22803 -2.29837 -0.20243 0.6 0.7 0.7 0.356
H -1.07749 -2.93085 0.28120 -0.9 -1.2 -0.2 0.456
H 1.60979 1.84721 0.58882 -0.9 -2.1 -0.9 0.341
H 1.56831 1.27318 -1.18871 0.0 -0.3 2.1 0.314
```
Positions in Å, forces in eV/Å.

Computed properties:
- calculated total energy (eV) = -82813.890
- Kohn-Sham gap (Eh) = 0.33541

=====

(5)
Formula: C4H4BrNS
Source: the OMol25 dataset
Level of theory: ωB97M-V/def2-TZVPD

Geometry as XYZ:
```
11
Properties=species:S:1:pos:R:3:forces:R:3:mulliken_charge:R:1
C -0.30049 0.81407 -0.66885 1.4 1.5 -0.9 -0.445
C -0.32054 0.43589 0.70535 -0.1 -2.1 -0.5 -0.263
C -0.80624 -0.14257 -1.51014 -1.4 -0.6 -2.3 -0.309
C -0.73200 -0.85285 0.76966 -1.9 -1.7 3.3 0.411
N -1.39746 -1.73601 2.62742 -0.2 2.0 -3.5 -0.470
S -1.40009 -1.58842 -0.62918 1.2 1.8 0.0 -0.078
Br -0.74398 -0.58429 3.88234 0.4 0.4 0.7 -0.028
H 0.28857 1.78372 -0.94026 -1.6 -1.9 0.0 0.256
H 0.04673 0.95740 1.54542 0.3 0.7 0.6 0.373
H -1.05321 -0.16772 -2.67694 1.0 0.4 2.9 0.287
H -0.96451 -2.62300 2.81953 0.9 -0.4 -0.4 0.265
```
Positions in Å, forces in eV/Å.

Computed properties:
- calculated total energy (eV) = -86575.786
- Kohn-Sham gap (alpha / beta) (Eh) = 0.30874 / 0.30862

=====

(6)
Formula: C4H4Cl2O
Source: the OMol25 dataset
Level of theory: ωB97M-V/def2-TZVPD

Geometry as XYZ:
```
11
Properties=species:S:1:pos:R:3:forces:R:3:mulliken_charge:R:1
C -1.46807 -1.81118 -1.26469 0.2 -0.1 -1.1 0.060
C -1.94696 -1.22847 -0.00290 -0.9 0.0 0.4 -0.136
C 1.76545 1.28216 1.19771 0.0 -0.1 0.1 -0.581
C 0.70936 1.76967 0.58318 -0.3 0.0 -0.3 -0.061
O -1.11036 -2.21328 0.03998 0.4 -0.5 0.5 -0.164
Cl -0.20001 -1.06603 -2.21381 -0.2 -0.1 0.1 -0.149
Cl -0.82475 0.93435 0.51446 0.6 0.7 0.4 -0.108
H -2.06283 -2.53048 -1.81532 0.1 0.1 0.0 0.322
H 2.69700 1.82366 1.20537 0.1 0.2 -0.1 0.245
H 1.74692 0.33719 1.71581 -0.1 -0.1 0.0 0.237
H 0.69424 2.70240 0.04022 0.0 0.1 0.0 0.335
```
Positions in Å, forces in eV/Å.

Computed properties:
- calculated total energy (eV) = -31300.564
- Kohn-Sham gap (Eh) = 0.36015